{
  "formula": "C31H58F3HgN2O15S6",
  "method": "ωB97M-V/def2-TZVPD",
  "mol_weight_g_mol": 1148.79,
  "orbital_gap_ev": 5.514,
  "fmax_ha_per_bohr": 0.07291,
  "e_lumo_ev": -5.67,
  "multiplicity": 1,
  "total_charge": 1,
  "species": ["Hg", "S", "S", "S", "S", "S", "S", "F", "F", "F", "O", "O", "O", "O", "O", "O", "O", "O", "O", "O", "O", "O", "O", "O", "O", "N", "N", "C", "C", "C", "C", "C", "C", "C", "C", "C", "C", "C", "C", "C", "C", "C", "C", "C", "C", "C", "C", "C", "C", "C", "C", "C", "C", "C", "C", "C", "C", "C", "H", "H", "H", "H", "H", "H", "H", "H", "H", "H", "H", "H", "H", "H", "H", "H", "H", "H", "H", "H", "H", "H", "H", "H", "H", "H", "H", "H", "H", "H", "H", "H", "H", "H", "H", "H", "H", "H", "H", "H", "H", "H", "H", "H", "H", "H", "H", "H", "H", "H", "H", "H", "H", "H", "H", "H", "H", "H"],
  "coordinates": [[-3.40136, 0.75883, 1.90262], [-0.38289, 0.39588, -0.11086], [-0.84766, 2.87885, 3.66509], [-4.27035, -0.41576, -1.51297], [1.21093, -3.05976, -5.07656], [-3.07850, 4.21921, 0.32277], [-2.02029, -2.54690, 1.90211], [2.14923, -0.51587, 0.04555], [1.87660, 1.63449, 0.56372], [1.31580, 0.00952, 1.95246], [1.99894, -5.61524, 1.50302], [-0.33401, 1.22966, -1.35959], [-3.41448, 5.28918, 1.22799], [-0.68138, -1.01368, -0.37361], [-3.89112, 0.42022, -0.35259], [0.39456, -4.23938, -4.82665], [-2.09065, 2.37245, 3.06040], [-3.39645, 2.83251, 0.63772], [-4.72792, -1.80259, -1.29617], [1.75310, -2.87435, -6.41889], [-0.03959, 3.80417, 2.86035], [-0.87764, -2.15610, 2.67441], [-3.01741, -1.52049, 1.53443], [-1.31392, 0.90847, 0.92595], [4.69567, -1.62970, 3.61441], [5.94916, 1.86892, -0.44896], [2.03661, 3.47053, -3.55550], [6.41911, -0.23961, 4.33217], [5.02371, 1.56450, -1.10440], [0.48304, -1.53830, -4.23901], [4.81492, 0.44251, 2.30603], [0.20285, 1.56410, 5.85712], [-1.43150, -3.54171, 0.42466], [-0.36473, 2.58251, -4.22976], [-3.36397, 0.09879, -4.07244], [-3.78870, 4.70172, -1.38259], [1.63837, -0.98570, -3.41894], [0.96621, 3.06791, -3.84746], [-1.42092, 5.30285, -1.52445], [0.27426, 1.50626, 4.32704], [-1.35748, 4.43502, -0.28997], [2.66313, -3.08739, -3.91027], [-4.49409, 1.10218, -3.73227], [-2.89507, -0.56373, -2.72891], [-5.42896, 0.36953, -2.71204], [-1.70903, -5.02646, 0.90560], [-3.03332, -5.00089, 1.65530], [2.72843, -4.62679, 1.53927], [1.42902, 0.36236, 0.68195], [-2.92460, -3.95575, 2.70555], [-2.59673, 4.74924, -2.36119], [-1.07921, 3.56923, 5.34666], [2.36195, -2.17423, -2.73957], [4.28585, -4.76277, 1.44045], [-1.16224, 2.28025, 6.19394], [5.26987, -0.56208, 3.37421], [3.87149, 1.10641, -1.86852], [2.20025, -3.21522, 1.72362], [3.57140, -2.76567, -4.41983], [5.53078, 1.14727, 1.88299], [-1.11192, 2.54632, 7.24977], [-1.04488, 3.49041, -0.73506], [-5.99063, -0.40699, -3.23132], [-0.51135, 5.16426, -2.10889], [-4.09411, 2.01617, -3.29325], [-4.15697, 5.71377, -1.21458], [-4.92670, 1.38211, -4.69279], [-3.28368, -5.97054, 2.08565], [4.08403, 1.05504, -2.93636], [2.97733, 1.71367, -1.72781], [-0.19165, 1.83836, -5.00717], [-2.28053, 3.75999, -2.69211], [-1.01740, 3.39063, -4.56000], [3.25412, -1.81987, -2.22327], [-0.01720, -0.92069, -4.98495], [-0.14106, 4.03648, 5.64606], [-0.29386, -1.85815, -3.54459], [2.58456, -2.46645, 1.03097], [2.91442, -4.10557, -3.61321], [3.64215, 0.08747, -1.55663], [1.10184, 2.01336, 6.27913], [-2.04816, 1.71019, 5.91417], [-1.94378, 4.22970, 5.41303], [-2.50456, -1.57817, -2.80947], [-2.07737, 0.01971, -2.30572], [1.32104, -0.26757, -2.66283], [-0.90864, 1.96223, -3.51736], [-1.52010, 6.37675, -1.36631], [1.12037, -3.31862, 1.61750], [-1.97613, -3.28085, -0.48277], [4.70189, -4.44705, 2.39718], [-2.67613, 0.61893, -4.73909], [-3.74954, -0.64271, -4.77215], [-0.14948, 0.58055, 3.93764], [6.08025, 0.57336, 4.97431], [-1.78481, -5.70463, 0.05563], [-2.29771, -4.43175, 3.45956], [4.66789, -5.77028, 1.27592], [-3.78813, -3.61495, 3.27675], [0.12228, 0.56006, 6.27368], [6.88544, -1.01550, 4.93931], [-6.07488, 0.98196, -2.08290], [7.28875, 0.11746, 3.78051], [-2.80825, 5.30637, -3.27386], [1.65803, -2.63747, -2.04820], [4.10867, 1.05161, 2.87023], [-0.95887, -5.31527, 1.64178], [-3.84559, -4.75727, 0.97050], [4.72866, -4.17578, 0.63581], [-4.62785, 4.03276, -1.57341], [2.33625, -0.45525, -4.06676], [-0.45585, -3.13306, 0.16155], [4.36156, -0.03579, 1.43783], [-0.64640, 4.58891, 0.52169], [2.36326, -2.95419, 2.76928], [1.32231, 1.55647, 4.03181]],
  "atomic_forces_ev_per_a": [[1.49, 0.06, -1.07], [-0.85, -0.37, -1.65], [3.20, 1.08, 0.17], [0.15, -3.33, -1.56], [1.49, -0.97, 0.62], [0.79, 1.80, -2.44], [0.14, -2.01, -0.67], [0.61, 0.05, -0.37], [0.38, -1.26, 0.32], [0.35, 0.21, -0.08], [0.79, 1.61, 0.12], [0.34, -1.20, 2.68], [-0.01, -0.67, 0.28], [0.73, 0.79, -0.06], [-0.93, -0.36, -1.48], [0.12, 1.20, -0.04], [-0.05, -0.07, 1.08], [-0.39, 0.03, 0.21], [0.32, 2.10, 0.46], [-1.00, 0.58, 1.25], [-1.40, -1.15, 0.64], [-0.04, 0.53, 0.37], [-0.41, 0.44, 0.35], [1.72, 0.38, -0.39], [0.03, 1.67, -1.31], [-2.46, -0.75, -1.78], [-3.39, -1.31, -0.93], [0.65, 1.06, -0.88], [2.30, 0.87, 1.69], [-0.08, -0.72, -0.21], [0.24, -0.25, 0.54], [-1.87, -0.62, -0.29], [-0.93, -0.24, 0.50], [0.13, -0.68, -0.46], [-0.90, -0.31, 0.46], [0.34, -0.37, 0.82], [0.33, 0.49, 0.18], [2.69, 1.14, 1.40], [-0.15, 0.73, -0.69], [-0.62, -0.38, 0.02], [0.04, -1.30, 0.13], [0.55, -0.64, 0.05], [0.06, -0.66, 0.49], [0.87, 1.68, -0.46], [0.76, 1.10, 0.10], [0.30, 1.34, -0.09], [-1.26, -0.10, -1.18], [1.03, -1.32, -0.63], [-3.08, 1.60, -0.40], [0.83, 0.51, 1.06], [-0.11, -0.37, 0.87], [-0.77, -1.10, 0.03], [-0.91, 0.53, -1.04], [-0.67, -0.28, 0.19], [1.77, 0.98, -0.07], [0.39, -2.32, 1.32], [-0.14, -0.44, -0.29], [-0.85, -1.09, 0.14], [-0.32, 0.37, -0.43], [0.46, -0.29, 0.47], [-0.61, -0.10, -0.02], [-0.30, -0.63, 0.47], [0.12, -0.24, 0.46], [0.19, 0.03, 0.19], [0.12, 0.00, 0.14], [-0.09, -0.07, 0.09], [-0.66, -0.01, 0.34], [0.16, 0.02, 0.06], [0.16, 0.25, 0.04], [0.25, 0.17, 0.07], [-0.08, 0.37, -0.62], [-0.32, -0.25, 0.13], [0.24, -0.07, -0.23], [-0.04, -0.31, 0.00], [0.49, 0.19, -0.10], [-0.11, 0.44, -0.57], [0.00, -0.50, -0.12], [0.27, -0.30, 0.30], [-0.61, -0.21, -0.12], [0.07, 0.13, 0.04], [-0.38, 0.42, 0.09], [0.16, -0.26, 0.32], [0.15, 0.00, -0.21], [-0.66, -0.09, 0.17], [0.03, 0.11, 0.04], [-0.38, 0.04, -0.12], [0.47, 0.48, 0.78], [-0.14, -0.02, 0.29], [0.02, 0.31, -0.09], [-0.74, -0.03, 0.35], [0.05, 0.37, -0.03], [0.85, 0.00, 0.78], [-0.35, -0.35, 0.35], [-0.01, -0.02, -0.03], [0.14, 0.13, 0.12], [0.43, 0.06, 0.12], [0.64, 0.71, 0.17], [-0.64, -0.22, 0.04], [-0.27, 0.17, -0.66], [0.30, -0.11, -0.15], [-1.06, -0.51, -0.07], [-0.14, 0.20, -0.38], [-0.12, 0.56, -0.26], [-0.10, 0.29, 0.25], [0.15, -0.08, 0.24], [-0.45, 0.13, -0.28], [0.43, -0.27, -0.46], [-0.10, -0.03, -0.21], [-0.26, 0.45, 0.13], [0.17, -0.03, -0.23], [0.14, -0.01, -0.11], [0.28, -0.65, 0.75], [-0.29, -0.23, 0.40], [-0.30, 0.63, 0.05], [0.35, 0.38, -0.08], [-0.38, 0.56, -0.71]]
}